Arrangement A

Formula: C7H14O2
Source: the Open Molecules 2025 dataset
Level of theory: ωB97M-V with the def2-TZVPD basis set

Cartesian coordinates (Å):
C  -2.102  0.277  -0.808
C  -2.072  0.084  -2.302
O  -1.913  -0.709  -0.028
C  -0.382  1.526  -0.671
C  -0.158  2.726  -0.677
H  -0.655  -1.087  -0.142
H  -2.747  1.081  -0.442
H  -2.992  -0.447  -2.573
H  -2.039  1.036  -2.828
H  -1.224  -0.531  -2.599
H  0.054  3.770  -0.686
C  1.202  -1.140  0.985
C  2.617  -0.644  0.749
C  0.510  -0.469  2.163
O  0.449  -0.928  -0.256
H  0.309  0.133  -0.461
H  1.203  -2.224  1.118
H  2.619  0.435  0.581
H  3.059  -1.133  -0.119
H  3.237  -0.856  1.622
H  1.053  -0.695  3.083
H  0.487  0.614  2.026
H  -0.517  -0.819  2.266

Computed properties:
**E_HOMO**: -0.34978 Eh
**HOMO-LUMO gap**: 10.32 eV

Arrangement B

Formula: C7H14O2
Source: the Open Molecules 2025 dataset
Level of theory: ωB97M-V with the def2-TZVPD basis set

Cartesian coordinates (Å):
C  1.306  -1.385  1.834
C  1.512  -0.228  1.201
O  1.685  0.941  1.193
H  1.262  -1.427  2.912
H  0.924  -2.225  1.279
C  2.538  0.008  -1.581
C  2.014  -0.952  -0.825
O  0.938  -1.731  -1.134
H  2.052  0.348  -2.482
H  3.399  0.560  -1.246
H  2.615  -1.440  0.064
H  0.559  -1.430  -1.969
C  -1.338  1.055  -1.067
C  -2.429  1.121  -0.002
C  -2.042  0.351  1.258
H  -1.197  0.022  -1.387
H  -1.609  1.642  -1.945
H  -0.392  1.426  -0.672
H  -2.625  2.165  0.256
H  -3.359  0.715  -0.408
H  -2.846  0.380  1.994
H  -1.823  -0.690  1.022
H  -1.144  0.774  1.706

Computed properties:
**E_HOMO**: -0.32304 Eh
**HOMO-LUMO gap**: 8.76 eV

Quick one: least stable of them? arrangement A

Arrangement A

Formula: C19H23N3O4
Source: the Open Molecules 2025 dataset
Level of theory: ωB97M-V with the def2-TZVPD basis set

Cartesian coordinates (Å):
C  -4.375  -3.536  -0.889
C  -4.519  -2.225  -1.661
O  -3.798  -1.145  -1.103
C  -4.490  -0.292  -0.231
C  -4.665  -0.809  1.206
C  -3.360  -1.331  1.805
N  -2.302  -0.350  1.742
C  -1.130  -0.597  1.135
O  -0.785  -1.687  0.727
C  -0.232  0.638  0.993
N  1.027  0.191  0.444
C  2.206  0.750  0.791
O  2.278  1.764  1.461
C  3.416  0.054  0.274
C  4.605  0.815  0.087
C  5.746  0.240  -0.355
C  5.820  -1.173  -0.640
O  6.785  -1.792  -1.041
N  4.622  -1.854  -0.401
C  3.477  -1.287  0.030
C  -0.898  1.656  0.092
C  -0.953  2.994  0.457
C  -1.548  3.920  -0.381
C  -2.091  3.517  -1.589
C  -2.033  2.183  -1.960
C  -1.438  1.255  -1.125
H  -4.890  -3.499  0.067
H  -3.322  -3.739  -0.713
H  -4.795  -4.348  -1.477
H  -4.097  -2.360  -2.663
H  -5.579  -1.958  -1.765
H  -5.482  -0.047  -0.642
H  -3.892  0.625  -0.215
H  -5.402  -1.613  1.232
H  -5.050  0.015  1.810
H  -3.529  -1.631  2.846
H  -3.001  -2.194  1.241
H  -2.521  0.594  2.021
H  -0.033  1.088  1.974
H  0.972  -0.690  -0.049
H  4.556  1.870  0.317
H  6.650  0.807  -0.505
H  4.660  -2.853  -0.566
H  2.644  -1.957  0.192
H  -0.514  3.310  1.392
H  -1.585  4.960  -0.091
H  -2.556  4.240  -2.242
H  -2.456  1.862  -2.900
H  -1.408  0.214  -1.411

Computed properties:
**E_HOMO**: -0.31432 Eh
**HOMO-LUMO gap**: 9.16 eV

Arrangement B

Formula: C19H23N3O4
Source: the Open Molecules 2025 dataset
Level of theory: ωB97M-V with the def2-TZVPD basis set

Cartesian coordinates (Å):
C  -3.129  6.682  -0.819
C  -2.201  5.583  -1.302
C  -0.885  5.493  -1.070
C  -0.415  4.287  -1.718
O  0.733  3.853  -1.604
N  -1.437  3.695  -2.423
C  -1.400  2.390  -3.069
C  -1.663  1.252  -2.126
N  -1.574  -0.133  -2.703
C  -2.403  -1.193  -2.074
C  -1.806  -1.613  -0.740
N  -0.378  -2.037  -0.915
C  0.196  -3.059  -0.105
C  0.826  -4.150  -0.724
C  1.493  -5.098  0.074
C  1.507  -4.972  1.432
C  0.860  -3.905  2.060
C  0.149  -2.960  1.311
O  -0.410  -1.845  1.950
C  -0.731  -2.042  3.373
C  0.478  -2.619  4.058
O  0.917  -3.878  3.438
C  0.476  -1.083  -1.636
C  -0.204  -0.600  -2.946
C  -2.564  4.464  -2.151
O  -3.685  4.145  -2.491
H  -2.754  7.048  0.126
H  -3.171  7.517  -1.474
H  -4.131  6.270  -0.659
H  -0.291  6.173  -0.500
H  -2.133  2.386  -3.881
H  -0.392  2.263  -3.517
H  -0.953  1.368  -1.264
H  -2.677  1.382  -1.735
H  -2.447  -2.104  -2.691
H  -3.446  -0.858  -1.907
H  -2.305  -2.449  -0.276
H  -1.816  -0.761  -0.055
H  0.801  -4.249  -1.798
H  2.021  -5.919  -0.408
H  1.992  -5.735  2.010
H  -1.643  -2.639  3.479
H  -0.961  -1.099  3.822
H  0.225  -2.802  5.103
H  1.329  -1.923  4.044
H  0.740  -0.280  -0.975
H  1.417  -1.544  -1.954
H  0.371  0.242  -3.403
H  -0.141  -1.420  -3.666

Computed properties:
**E_HOMO**: -0.27798 Eh
**HOMO-LUMO gap**: 6.98 eV

Quick one: least stable of them? arrangement B